The following is a quantum chemistry calculation of a structure of composition C46H76BCl10N8O8 in a non-equilibrium geometry, from the OMol25 dataset.

```
149
Properties=species:S:1:pos:R:3:forces:R:3:mulliken_charge:R:1
O -2.73979 0.90860 1.36973 0.3 -0.3 0.2 -0.173
C -1.75225 0.87067 0.70887 -0.9 0.5 -0.3 0.364
O -0.65746 0.15987 0.91710 1.1 -0.6 0.6 -0.115
B 0.31724 0.34104 -0.15901 -1.5 0.3 -0.2 0.702
O -0.32095 1.34974 -1.03595 0.7 -0.5 -0.1 -0.526
C -1.54608 1.62237 -0.61708 -1.0 0.6 -0.1 -0.329
O -2.35700 2.31569 -1.17451 0.9 -0.4 0.2 -0.174
O 0.54415 -0.91647 -0.88124 0.6 -0.4 -0.1 -0.846
C 1.81867 -1.25104 -0.78318 0.0 0.0 0.2 0.673
O 2.36724 -2.22783 -1.21197 -0.2 0.1 -0.1 -0.413
C 2.53876 -0.13999 0.02994 -0.1 -0.5 -1.1 -0.048
O 1.65235 0.80246 0.28512 -2.7 -7.9 -0.2 -0.276
O 3.71854 -0.11628 0.25054 -1.0 0.3 0.1 -0.748
C 2.50277 -5.59522 0.34261 0.3 -0.3 0.7 -0.588
C 3.33930 -5.48682 1.63644 -0.9 -0.6 -0.3 -1.009
C 3.03696 -4.26383 2.50097 0.8 0.7 -0.9 1.049
C 1.65810 -4.05699 2.90360 -0.1 -0.6 0.5 0.005
N 0.56413 -3.86237 3.19427 -0.1 0.1 0.0 -0.522
H 2.84139 -6.50130 -0.15811 -0.1 0.2 -0.4 0.307
H 2.65801 -4.72009 -0.28919 0.0 -0.1 -0.1 -0.087
H 1.43250 -5.71042 0.52060 0.0 0.1 0.2 0.405
H 4.38644 -5.53702 1.33614 0.0 0.5 0.2 0.374
H 3.21035 -6.36844 2.26946 -0.2 -0.1 -0.1 0.464
H 3.20814 -3.35676 1.90608 0.4 -0.1 0.1 -0.716
H 3.76742 -4.25104 3.30974 -0.4 0.3 0.4 0.484
C 0.81680 3.15099 -3.17696 -0.6 -1.1 -0.2 -1.311
C 1.43060 1.88781 -3.80083 0.5 1.4 -1.1 0.226
C 2.49722 2.28189 -4.84590 0.7 0.0 -0.3 -0.516
C 2.73148 1.22801 -5.83544 0.0 -0.2 0.0 0.073
N 2.95644 0.38514 -6.58318 -0.6 0.3 -0.3 -0.563
H 0.12249 2.82888 -2.39792 0.4 0.3 0.0 -0.055
H 0.14161 3.60270 -3.90509 0.8 0.0 -0.1 0.788
H 1.55226 3.84553 -2.77664 0.0 0.1 -0.1 0.351
H 0.70601 1.40255 -4.45277 -0.4 -0.6 0.9 0.419
H 1.94218 1.26113 -3.07387 -0.4 -0.4 0.0 -0.307
H 3.46716 2.48299 -4.38372 0.0 0.2 0.1 0.365
H 2.25487 3.15610 -5.45658 -0.3 0.2 0.4 0.410
C -2.21177 -3.10070 0.78839 -0.7 0.8 0.0 -0.070
C -3.28755 -4.07932 1.30047 1.1 -0.4 -1.1 -0.815
C -4.70869 -3.77027 0.82947 -0.1 -0.1 -0.1 -0.484
C -5.27210 -2.50131 1.25169 0.0 0.4 0.1 0.277
N -5.75937 -1.51029 1.56454 0.0 0.0 0.1 -0.470
H -2.29705 -2.91511 -0.28649 0.1 -0.4 -0.1 0.469
H -1.20514 -3.44014 1.02680 -0.1 0.0 0.0 0.039
H -2.35159 -2.09670 1.19651 0.1 -0.1 0.3 -0.319
H -3.10632 -4.25875 2.35855 -0.6 0.1 0.1 0.312
H -3.04943 -5.00453 0.76539 -0.1 -0.3 0.4 0.466
H -5.45720 -4.52093 1.09431 0.3 -0.2 0.2 0.438
H -4.70094 -3.77620 -0.26399 0.1 0.1 0.0 0.183
C -6.24618 -1.38846 -2.14389 -0.5 -0.6 0.2 -1.070
C -5.63145 -0.16620 -2.80257 -0.4 -0.7 0.6 -0.743
C -4.58373 0.47884 -1.90483 0.6 1.0 0.1 1.380
C -5.11219 1.14669 -0.70783 -0.7 -0.1 0.1 0.040
N -5.58796 1.67957 0.19361 -0.1 -0.3 -0.4 -0.482
H -6.95563 -1.89959 -2.80025 0.0 0.1 -0.2 0.429
H -6.80537 -1.15820 -1.23526 0.2 0.2 0.1 0.339
H -5.49574 -2.13900 -1.88162 0.1 0.1 0.0 0.054
H -6.44665 0.53338 -2.99281 0.2 0.2 -0.2 0.348
H -5.21558 -0.51255 -3.74974 0.3 0.4 0.0 0.429
H -4.05472 1.27849 -2.42989 0.0 -0.1 -0.2 -0.539
H -3.78627 -0.18434 -1.55899 -0.2 -0.4 -0.2 -0.164
C 2.72880 -0.20657 4.03549 -3.2 -0.5 0.6 -0.408
C 1.52944 -0.53638 4.94767 0.9 0.0 0.2 -1.711
C 0.16216 -0.21880 4.37186 -0.2 -0.6 -0.5 1.281
C -0.02921 1.17862 3.99733 0.3 0.1 0.0 0.216
N -0.10416 2.28240 3.68802 0.0 0.0 0.0 -0.550
H 3.65541 -0.39640 4.57299 -3.8 -2.1 0.2 0.074
H 2.62849 0.83173 3.71545 0.5 0.1 0.0 0.467
H 2.69519 -0.84983 3.15687 0.2 0.0 -0.1 -0.088
H 1.62549 -0.02325 5.90789 0.2 0.1 0.0 0.405
H 1.65646 -1.59839 5.16087 -0.7 -0.1 0.1 0.509
H -0.64556 -0.50933 5.03990 0.1 0.1 0.2 0.167
H 0.00888 -0.81702 3.46970 -0.1 0.1 -0.1 -0.684
C -2.76560 -1.46114 3.93455 -0.3 -0.8 0.4 -0.320
C -3.32913 -0.83748 5.22564 0.2 0.2 -0.3 -0.877
C -4.74670 -0.28775 5.09152 -0.3 -0.4 0.7 -0.728
C -4.96045 0.75034 4.09571 0.2 0.0 -0.2 0.264
N -5.11598 1.59284 3.33216 -0.1 0.0 0.2 -0.389
H -1.88362 -2.05848 4.16422 0.2 0.1 0.0 0.296
H -2.55335 -0.81718 3.08285 -0.1 0.4 0.3 -0.159
H -3.47387 -2.21374 3.57669 -0.2 0.2 0.0 0.413
H -2.70550 -0.05541 5.66673 0.2 0.1 -0.4 0.386
H -3.36222 -1.60540 6.00226 -0.1 -0.1 -0.1 0.418
H -5.04951 0.11649 6.06179 0.0 0.1 0.0 0.412
H -5.42401 -1.13094 4.93510 -0.1 0.1 -0.4 0.307
C -1.49830 5.35088 -3.60477 -0.3 -0.1 -0.9 -0.891
C -2.31103 4.18126 -4.19502 0.0 0.6 0.1 -0.072
C -3.82284 4.31379 -3.98790 -0.4 -0.4 0.1 -0.742
C -4.26472 4.48939 -2.60795 0.3 -0.2 0.6 0.261
N -4.58478 4.58486 -1.50789 -0.1 0.2 -0.3 -0.474
H -0.44217 5.15464 -3.79115 -0.2 0.4 0.5 0.491
H -1.72244 5.51458 -2.55190 0.2 -0.2 0.1 -0.106
H -1.71574 6.28347 -4.13117 -0.2 0.0 0.0 0.476
H -1.94910 3.23367 -3.79663 -0.2 0.0 0.3 0.046
H -2.16944 4.10849 -5.27544 0.2 0.2 -0.1 0.491
H -4.30019 3.39148 -4.32942 -0.1 0.1 -0.2 0.280
H -4.27990 5.14387 -4.53154 0.3 0.0 -0.3 0.451
C -2.23199 6.76959 0.22968 -0.6 -0.1 0.6 -1.684
C -1.16470 5.76547 0.65873 -4.2 1.6 0.5 0.605
C -1.63656 4.91130 1.85978 0.4 0.3 -0.8 1.068
C -2.93382 4.28875 1.66151 0.1 -0.3 -0.1 0.036
N -3.95994 3.79169 1.55562 -0.3 0.1 0.0 -0.423
H -3.19375 6.30515 0.00145 0.1 -0.3 -0.2 0.295
H -1.92188 7.33146 -0.65188 0.0 0.3 0.2 0.378
H -2.48148 7.41626 1.07612 0.2 0.5 -0.2 0.442
H -0.22759 6.26532 0.90895 -2.2 0.7 0.9 0.413
H -0.92827 5.15869 -0.21897 -1.6 0.0 0.7 -0.513
H -1.77119 5.51465 2.75906 0.5 0.0 0.1 0.567
H -0.87444 4.14085 1.97821 -0.6 0.1 0.8 -1.130
Cl 7.51822 -1.97455 -0.08701 -0.2 0.0 -0.2 -0.239
C 5.73357 -1.94746 -0.36210 0.5 -0.7 0.6 1.242
C 5.13462 -3.27146 0.05634 -0.2 -0.3 0.1 0.916
Cl 5.46328 -4.62404 -1.08015 0.2 0.2 0.0 -0.142
H 5.55828 -1.75085 -1.41556 0.0 0.2 0.0 -0.272
H 5.32840 -1.17640 0.28647 0.4 -0.2 -0.4 -0.602
H 4.04847 -3.21673 0.13220 0.2 0.3 -0.4 -1.479
H 5.48552 -3.61373 1.02817 0.3 0.3 0.0 0.509
Cl 4.01560 -3.53380 -4.17556 0.3 0.5 -0.1 -0.182
C 3.90086 -1.73460 -4.15220 -1.1 0.0 0.7 0.413
C 4.79230 -1.03366 -5.15505 -0.2 -0.2 0.2 -0.539
Cl 6.49578 -1.30283 -4.76055 0.5 -0.2 0.1 -0.207
H 3.98727 -1.40410 -3.11541 1.0 -0.1 0.0 -0.407
H 2.82844 -1.55196 -4.25058 0.1 0.1 -1.0 0.358
H 4.66640 0.04670 -5.16959 0.0 -0.4 0.4 0.078
H 4.58813 -1.37248 -6.16859 0.2 -0.1 0.1 0.448
Cl 0.97917 5.23947 0.02710 7.2 -2.1 -2.2 -0.304
C 1.40334 3.84262 1.04110 0.5 -0.3 -0.5 1.339
C 2.13489 2.77349 0.24308 1.1 4.3 0.4 2.947
Cl 3.65378 3.35863 -0.47913 0.7 0.4 -0.1 -0.243
H 0.46822 3.42123 1.40979 0.3 -0.1 0.0 -1.444
H 1.95870 4.26817 1.87346 0.1 -0.3 0.0 0.626
H 1.54948 2.48755 -0.62655 0.1 0.6 0.3 -1.903
H 2.35422 1.88091 0.82449 1.2 3.4 0.8 -0.647
Cl 0.52356 -7.18273 -2.46268 0.1 -0.3 -0.1 -0.200
C -0.25896 -5.61133 -2.20059 0.2 0.5 0.2 -0.100
C 0.60336 -4.46045 -2.68469 0.4 -0.1 -0.4 0.843
Cl 0.46451 -4.26814 -4.46673 -0.3 0.2 0.1 -0.209
H -0.43789 -5.50467 -1.13118 0.1 -0.1 0.0 -0.058
H -1.22008 -5.64578 -2.70725 0.1 0.1 -0.1 0.452
H 1.67671 -4.59401 -2.56579 -0.1 -0.4 0.4 -0.091
H 0.37815 -3.52155 -2.18365 -0.4 0.0 -0.2 -0.559
Cl 6.66893 1.35191 1.82513 0.4 0.2 -0.1 -0.180
C 5.14062 0.94399 2.61212 -0.5 0.0 -0.3 1.029
C 5.34048 0.23583 3.93274 1.5 1.2 0.0 -0.305
Cl 5.86424 -1.43258 3.68535 0.1 -0.5 0.0 -0.156
H 4.58971 0.36973 1.86520 0.3 -0.3 0.6 -1.030
H 4.53447 1.84976 2.66867 0.3 0.2 0.5 0.309
H 4.39265 0.17932 4.46839 3.8 2.2 -0.6 0.356
H 6.05802 0.72552 4.58636 0.3 0.1 -0.3 0.478
```
Forces are in eV/Å.

For the energy above the lowest of the compared OMol25 structures with the same formula, charge and spin, the calculation gives 773.3 kJ/mol. As for the net charge: -1. The calculation puts the HOMO-LUMO gap at 8.4 eV. The calculation puts the total energy at -7465.1156 Ha. Its spin multiplicity is 1.